(1)
ORCA calculation (ωB97M-V with the def2-TZVPD basis set) on a 2-piece molecular cluster, C7H15NO6 overall.

Each line ends with the natural charge from an NBO analysis.
Geometry (Å):
H  -1.5385  0.9773  -2.9666  0.20
H  1.8232  0.3117  3.6289  0.23
O  0.9652  4.4682  2.1348  -0.26
O  0.6612  1.0778  1.7033  -0.26
H  2.6198  -0.7645  1.6345  0.18
C  -1.5755  -0.1183  -2.9650  -0.39
H  -2.5315  -0.4198  -2.5355  0.20
C  -0.5792  -0.1341  -0.6043  -0.06
C  -0.4943  -0.6405  -2.0356  -0.42
O  1.5194  -2.5299  1.9792  -0.71
O  0.5251  -0.6932  0.1532  -0.53
O  -1.3014  4.6127  2.0729  -0.26
H  -1.4629  -0.5281  -0.0878  0.17
C  1.6687  -1.0984  2.1178  0.08
H  0.5121  -0.3755  -2.3983  0.21
O  -0.1595  2.1692  1.3060  -0.13
C  1.7349  -0.7820  3.5658  -0.64
H  -0.6125  -0.3182  -4.9430  0.20
H  0.8306  -1.1506  4.0846  0.21
N  -0.1931  4.1241  1.9955  0.58
H  -0.6108  -1.7316  -1.9358  0.20
H  2.6126  -1.2320  4.0613  0.23
H  -2.3609  -0.1371  -4.9665  0.21
H  1.5800  -2.6508  0.9844  0.48
H  -0.4787  0.9527  -0.5072  0.19
H  -0.4180  -0.7684  1.9889  0.16
C  -1.5342  -0.6022  -4.4290  -0.60
H  -1.6628  -1.6870  -4.5153  0.20
C  0.4611  -0.3316  1.4786  0.33

## Properties
Charge: 0
Frontier orbital gap (alpha / beta): 9.24 / 7.88 eV

(2)
ORCA calculation (ωB97M-V with the def2-TZVPD basis set) on a 2-piece molecular cluster, C7H15O2 overall.

Each line ends with the natural charge from an NBO analysis.
Geometry (Å):
H  1.1382  -1.7844  -1.0846  0.20
C  1.9880  -0.1039  -2.5246  -0.63
C  2.8184  0.8628  -0.1171  -0.61
H  -0.3440  -0.2530  1.9242  0.19
C  1.7213  0.2489  -1.0314  -0.22
C  -1.2290  0.3634  1.7228  -0.53
H  -0.2895  2.2699  1.8218  0.17
H  -1.6517  2.0935  0.4750  0.23
C  -0.8273  1.6867  0.9415  -0.62
H  1.2216  -0.6710  -3.0745  0.22
H  0.8171  0.9290  -0.9766  0.22
H  3.8688  0.4958  -0.2714  0.19
C  1.3707  -1.0853  -0.3503  -0.61
H  -0.2297  1.5405  0.0284  0.19
H  -1.7304  0.4703  2.6915  0.21
H  2.1550  -1.6061  0.0852  0.19
H  2.6551  -0.9680  -2.6068  0.19
H  2.3411  0.5847  -3.3821  0.20
H  2.8969  1.8929  -0.0414  0.20
C  -2.0756  -0.5142  0.7152  0.76
O  -2.3365  -1.7485  1.2108  -0.84
H  2.3942  0.6769  0.8947  0.22
O  -2.4608  0.0618  -0.3238  -0.76
H  0.5366  -0.9273  0.2840  0.24

## Properties
Charge: -1
Relative energy (zero: lowest compared OMol25 entry of this formula, charge and spin): 228.6 kJ/mol
Frontier orbital gap: 7.16 eV

(3)
ORCA calculation (ωB97M-V with the def2-TZVPD basis set) on an isolated ion of composition C7H15O2 and charge +1.

Each line ends with the natural charge from an NBO analysis.
Geometry (Å):
H  0.9282  1.1690  -0.1503  0.15
H  -2.3581  2.2209  0.6813  0.28
C  1.2057  0.0724  -0.3226  -0.06
H  -3.0334  -0.9119  -1.6360  0.26
H  0.5719  -2.5387  -0.6471  0.22
H  -3.2244  0.7496  -1.6081  0.26
C  -3.1437  -0.0298  -0.9184  -0.70
H  4.2945  0.6629  0.1296  0.23
O  -1.1157  -0.7533  -0.0346  -0.36
H  2.8865  1.9121  0.2409  0.17
O  2.4732  -0.0672  0.0382  -0.54
C  -1.8742  0.2025  -0.1035  0.74
H  1.0661  -0.1801  -1.3925  0.18
H  -0.7524  1.6687  0.8607  0.28
H  -3.9771  -0.1032  -0.2914  0.27
H  0.1515  -2.8758  1.0986  0.23
C  3.3418  1.0106  -0.2504  -0.24
C  -1.7226  1.3002  0.8127  -0.79
C  0.2446  -0.8119  0.5195  0.10
H  0.1305  -0.4659  1.4564  0.19
C  0.7155  -2.2835  0.4321  -0.60
H  -1.8185  1.0310  1.8695  0.31
H  3.3136  1.2109  -1.3785  0.18
H  1.6966  -2.1895  0.5938  0.24

## Properties
Charge: +1
Relative energy (zero: lowest compared OMol25 entry of this formula, charge and spin): 166.6 kJ/mol
Frontier orbital gap: 8.84 eV

(4)
ORCA calculation (ωB97M-V with the def2-TZVPD basis set) on C7H15OP as an isolated structure.

Each line ends with the natural charge from an NBO analysis.
Geometry (Å):
H  -0.2182  1.0990  2.2540  0.22
H  -1.1759  -1.7757  2.3980  0.17
H  1.9670  0.3581  -1.3486  0.21
H  -2.7079  -1.4266  1.4473  0.17
H  2.5167  -0.3460  0.1837  0.21
C  0.6350  0.6905  0.3328  0.16
P  -1.3636  1.0155  -0.8762  1.07
H  -1.0198  -2.2566  -0.7639  0.23
H  0.1261  0.4506  -2.8196  0.22
C  -0.3758  -0.3248  -0.1486  -0.18
C  -1.8836  -1.0655  2.0269  -0.52
H  0.4773  -2.2463  0.1979  0.22
C  0.7573  0.8682  1.8406  -0.61
H  -1.6031  0.3394  -3.2305  0.23
H  1.4309  1.6906  2.0581  0.21
C  -0.8528  0.9109  -2.6889  -0.96
C  -0.0914  -1.7201  -0.5716  -0.70
O  -0.0426  1.8377  -0.2338  -0.79
H  -0.8262  1.9268  -3.0830  0.24
C  2.0266  0.5116  -0.2734  -0.62
H  -2.0345  -0.1588  2.5739  0.17
H  2.6178  1.4041  -0.0811  0.22
H  1.1359  -0.0399  2.2977  0.21
H  0.5049  -1.7426  -1.4918  0.21

## Properties
Charge: 0
Relative energy (zero: lowest compared OMol25 entry of this formula, charge and spin): 256.2 kJ/mol
Frontier orbital gap (alpha / beta): 8.75 / 7.95 eV

(5)
ORCA calculation (ωB97M-V with the def2-TZVPD basis set) on a 2-piece molecular cluster, C7H15P overall.

Each line ends with the natural charge from an NBO analysis.
Geometry (Å):
C  1.0833  -1.3768  -1.3967  -0.61
H  1.5997  -2.2714  -1.1293  0.21
C  1.3083  -0.4201  -0.2094  -0.57
H  3.4404  -1.1571  0.2482  0.21
C  0.7769  1.8019  1.2465  -1.04
H  -1.5936  -0.1219  2.0325  0.21
P  0.6085  1.2134  -0.4548  0.67
H  -0.3469  1.9755  1.6157  0.25
H  -4.2534  -0.0030  -0.8964  0.22
H  0.9510  -0.8165  0.7818  0.22
C  -3.2480  0.0083  -1.1187  -0.72
H  -0.0203  -1.4492  -1.6914  0.22
H  3.4464  0.0673  -0.8095  0.21
H  1.2271  2.8304  1.3956  0.25
C  -2.3733  0.0444  0.0816  0.15
H  1.5819  -0.8529  -2.2220  0.21
H  1.3703  1.1109  1.9562  0.23
C  -2.3782  -0.4276  1.3451  -0.57
H  -3.2793  -0.6661  1.9379  0.21
H  -2.9744  -0.7250  -1.7733  0.23
H  -2.9331  1.0258  -1.5989  0.23
H  3.1228  0.4764  0.6644  0.20
C  2.8840  -0.2668  -0.0049  -0.62

## Properties
Charge: 0
Relative energy (zero: lowest compared OMol25 entry of this formula, charge and spin): 371.7 kJ/mol
Frontier orbital gap (alpha / beta): 8.17 / 7.66 eV

(6)
ORCA calculation (ωB97M-V with the def2-TZVPD basis set) on C7H16BF4N12ORuS as an isolated structure.

Each line ends with the natural charge from an NBO analysis.
Geometry (Å):
N  0.5211  0.7681  -4.1852  0.03
C  1.2620  -2.7764  2.0507  -0.65
H  -3.0528  0.5673  -3.0139  0.48
Ru  0.2839  0.1800  -0.1546  0.80
N  3.8740  1.0689  2.1886  -0.74
H  4.6879  1.0878  1.5947  0.44
N  -0.7640  0.7480  -4.1288  -0.23
N  -2.3940  -0.2495  0.9759  -0.12
C  0.2783  -2.9955  -2.2656  -0.63
C  -2.6164  0.1371  -1.0893  0.45
H  -0.7472  -2.0432  1.6541  0.21
H  2.0020  -2.0966  -1.2723  0.21
H  0.9436  -3.2249  2.9923  0.24
S  2.6152  0.2696  0.0194  0.05
F  -0.3151  4.3956  -0.2748  -0.51
N  -1.7000  -0.0515  -0.1138  -0.25
C  -1.0525  0.4683  -2.8454  0.44
N  -2.2895  0.3813  -2.3644  -0.36
H  -0.1857  -0.1042  2.5084  0.42
F  -1.7493  2.6052  -0.4042  -0.56
H  3.9788  1.3863  3.1394  0.42
H  1.4043  -3.5910  -0.5490  0.20
H  2.0078  -3.4353  1.6089  0.23
N  1.0657  0.5123  -2.9703  -0.06
F  -0.6934  3.0804  1.5779  -0.55
B  -0.6378  3.1820  0.1810  1.37
C  2.7019  0.7341  1.6620  0.33
F  0.5341  2.2517  -0.1837  -0.50
N  -3.6924  -0.2006  0.6613  0.02
N  0.1023  0.2938  -2.1316  -0.24
H  -0.0448  -2.1135  -2.8067  0.20
H  1.6809  1.1512  3.3915  0.41
H  -0.1454  1.4800  1.9848  0.45
H  1.7362  -1.8265  2.2706  0.20
N  1.6304  0.7394  2.4678  -0.43
O  0.3141  -1.9054  -0.0777  -0.50
C  1.1039  -2.6681  -1.0445  -0.07
N  -3.8579  0.0419  -0.6024  -0.24
H  0.8911  -3.5845  -2.9480  0.25
H  -0.3780  -3.5755  0.8913  0.21
N  0.3329  0.5624  1.9343  -0.58
H  -0.5941  -3.5912  -1.9969  0.22
C  0.0466  -2.6094  1.1705  -0.07

## Properties
Charge: +1
Relative energy (zero: lowest compared OMol25 entry of this formula, charge and spin): 34.4 kJ/mol
Frontier orbital gap (alpha / beta): 5.09 / 5.17 eV

For the records above, the corresponding strongest force on any atom values read 4.11 4.65 5.09 1.24 5.53 0.64 eV/Å.